1.
85
Properties=species:S:1:pos:R:3:lowdin_charge:R:1 method="wB97M-V/def2-TZVPD" e_homo_ev=-5.93 de_lowest_kcal_mol=161.73 homo_lumo_gap_ev=8.713 total_charge=-1
O -0.035 0.315 -0.503 -0.41
N -1.366 2.872 3.411 -0.01
N 0.946 -3.986 -0.747 0.04
N -1.971 2.346 0.305 0.01
N 1.429 -1.316 -2.037 0.01
N 0.669 -1.266 3.407 0.03
N -0.292 1.622 -3.005 0.05
N 3.057 1.779 -0.448 -0.02
N -2.265 -1.223 -1.356 -0.01
C 1.768 -2.924 4.328 -0.08
C -1.512 2.640 -4.608 -0.03
C -1.341 2.480 -3.280 -0.15
C -3.812 -2.699 -1.623 -0.08
C 3.248 -2.277 -2.837 -0.09
C 0.233 -3.858 0.427 -0.24
C -0.913 2.719 5.548 -0.10
C 2.814 -1.299 -1.967 -0.13
C -0.127 -4.969 0.926 -0.13
C -2.454 3.540 4.054 -0.15
C 0.533 -2.622 5.209 -0.06
C 1.798 -2.039 3.296 -0.13
C -3.546 3.855 0.439 -0.13
C 0.895 -5.306 -1.173 -0.13
C -3.003 -2.155 -0.611 -0.08
C 0.241 0.160 0.856 -0.25
C -0.302 1.918 -5.210 -0.06
C -2.305 4.537 0.414 -0.11
C -0.445 2.380 4.281 -0.15
C 4.725 2.664 -1.422 -0.15
C 0.326 1.404 -4.211 -0.19
C 5.100 2.236 -0.026 -0.11
C 0.021 -1.533 4.593 -0.15
C 4.020 1.595 0.516 -0.17
C -1.307 3.594 0.272 -0.12
C 2.068 -2.626 -3.725 -0.04
C 0.973 -2.088 -3.035 -0.17
C -2.284 3.310 5.363 -0.14
C 3.475 2.462 -1.684 -0.09
C 0.249 -6.019 -0.160 -0.08
C -3.531 -1.990 -2.960 -0.12
C -3.273 2.554 0.484 -0.18
C -2.535 -1.164 -2.729 -0.19
H 5.297 3.217 -2.167 0.09
H 1.260 0.775 -4.124 0.13
H -0.733 -0.879 5.082 0.12
H -1.343 1.531 0.297 0.09
H -0.434 2.660 6.438 0.03
H 1.092 -5.963 -2.125 0.14
H -1.979 5.557 0.461 0.09
H 2.697 2.609 -2.471 0.12
H 1.230 0.011 0.718 0.04
H -1.491 -0.658 -1.284 0.03
H 2.151 1.452 -0.496 0.05
H -4.449 4.415 0.394 0.09
H 2.270 -4.037 4.214 0.14
H 4.294 -2.442 -3.164 0.08
H -4.081 -2.074 -4.033 0.13
H -0.007 1.115 1.288 0.06
H 1.851 -3.076 -4.597 0.04
H 0.037 -7.026 -0.042 0.04
H 2.344 -1.844 2.520 0.05
H 0.063 -2.695 0.808 0.16
H 0.935 -0.777 -1.427 0.02
H -2.213 3.181 -5.271 0.09
H -1.602 2.897 2.401 0.09
H -3.342 4.035 3.469 0.14
H 0.198 -3.039 6.024 0.02
H -0.288 3.652 0.098 0.09
H 6.073 2.250 0.608 0.11
H -0.162 -0.451 1.481 -0.01
H 0.271 -0.813 2.731 -0.01
H 0.078 1.228 -2.161 0.07
H 0.044 -2.140 -3.407 0.07
H -2.752 -2.457 0.424 0.11
H 3.344 -0.909 -1.017 0.13
H -2.969 3.500 6.271 0.11
H -4.368 -3.479 -1.439 0.00
H -0.710 -4.936 1.982 0.14
H 3.691 1.522 1.622 0.14
H 1.209 -3.246 -1.311 0.04
H -0.144 1.836 -6.030 -0.06
H -1.921 2.706 -2.548 0.04
H -3.927 1.678 0.409 0.13
H -1.966 -0.326 -3.336 0.15
H 0.482 1.814 3.940 0.12

2.
173
Properties=species:S:1:pos:R:3:lowdin_charge:R:1 method="wB97M-V/def2-TZVPD" e_homo_ev=-8.62 de_lowest_kcal_mol=200.41 homo_lumo_gap_ev=1.037 total_charge=0
Hg -1.542 -3.441 0.783 1.08
S 1.831 0.532 2.478 0.54
S 0.539 -7.925 -1.689 0.36
S -0.096 1.735 2.040 0.44
S 2.049 -6.393 -2.378 0.58
F -1.546 1.461 1.504 -0.21
F -0.813 -8.118 -0.892 -0.21
F 2.311 -4.871 -1.959 -0.22
F 2.145 -1.049 2.560 -0.22
O -0.428 2.136 3.402 -0.26
O -0.488 -6.613 3.912 -0.09
O -1.973 5.437 -6.944 -0.19
O 4.501 -6.167 9.242 -0.21
O 4.927 6.295 -3.249 -0.21
O 3.306 -6.942 -1.855 -0.25
O -4.063 -2.433 2.014 -0.33
O -13.783 4.935 0.344 -0.17
O 9.157 -3.256 -4.868 -0.19
O 13.834 -4.372 -8.057 -0.19
O 1.382 -8.710 4.345 -0.06
O -2.783 -1.972 -1.820 -0.28
O 1.370 -8.793 -0.908 -0.22
O -2.710 8.839 -1.285 -0.20
O -10.329 2.846 -1.768 -0.21
O 2.830 1.103 1.567 -0.26
O 0.109 -8.463 -2.966 -0.23
O 0.331 2.726 1.076 -0.25
O 1.808 -6.282 -3.801 -0.25
O 4.208 7.573 2.038 -0.20
O 1.959 0.957 3.864 -0.26
O -0.346 -7.305 11.461 -0.21
N 2.251 -8.246 11.225 -0.06
N -4.812 -3.562 -0.435 -0.01
N 0.303 0.211 1.906 -0.22
N -13.250 2.797 -1.455 -0.05
N 6.045 7.392 -0.286 -0.07
N -2.833 7.173 -4.673 -0.07
N 10.282 -4.621 -7.178 -0.08
N 0.611 -6.429 -1.382 -0.18
C -4.610 -3.637 -1.901 -0.18
C 3.547 -7.707 10.816 -0.19
C 6.182 7.856 -1.645 -0.20
C -3.010 7.807 -2.261 -0.17
C 4.571 -4.904 8.594 -0.10
C -1.349 8.869 -0.900 -0.13
C -3.896 -1.973 3.355 -0.10
C -2.606 4.421 -7.678 -0.13
C -3.813 -2.550 -2.663 -0.18
C 3.442 -6.295 10.187 -0.21
C -9.018 3.436 -2.019 -0.08
C 12.599 -4.828 -7.496 -0.24
C 0.612 -6.565 4.857 -0.23
C -2.095 -0.930 -2.488 -0.11
C 1.808 -7.386 4.430 -0.25
C 4.024 5.764 -2.345 -0.14
C -5.472 -2.323 -0.026 -0.18
C -2.289 7.613 -5.972 -0.21
C 6.219 6.707 -2.760 -0.15
C -14.701 4.642 -0.636 -0.25
C 14.264 -3.041 -7.636 -0.09
C -2.250 8.090 -3.655 -0.20
C -13.832 4.151 -1.798 -0.18
C -5.394 -2.078 1.512 -0.15
C -11.144 2.583 -2.920 -0.22
C 11.437 -3.910 -7.700 -0.24
C -12.549 2.082 -2.534 -0.20
C 8.888 -2.768 -6.212 -0.20
C -14.367 5.156 1.555 -0.15
C 8.909 -2.264 -3.840 -0.09
C 0.205 -7.964 12.580 -0.23
C -2.697 6.641 -7.092 -0.22
C 9.060 -3.844 -7.363 -0.18
C 3.684 7.002 3.229 -0.10
C 1.735 -7.747 12.540 -0.18
C -1.736 -7.476 11.216 -0.10
C 6.024 8.444 0.697 -0.24
C 5.627 7.878 2.019 -0.22
H -11.101 3.373 -3.671 0.11
H -2.899 -2.155 3.755 0.09
H -3.371 -3.159 -3.452 0.12
H -10.615 1.791 -3.450 0.11
H 3.850 6.496 -1.556 0.07
H -4.426 -4.686 -2.134 0.12
H -15.020 4.403 1.996 0.09
H -2.626 6.206 -4.469 0.10
H -1.213 7.775 -5.911 0.12
H 4.235 6.151 3.629 0.09
H -1.174 8.001 -3.509 0.10
H -15.265 5.501 -1.002 0.12
H -3.461 4.055 -7.110 0.09
H 6.604 5.771 -2.355 0.11
H -5.575 -3.480 -2.382 0.12
H -4.440 -1.806 -3.154 0.13
H -13.083 2.016 -3.482 0.11
H 15.318 -2.962 -7.903 0.08
H -2.409 9.115 -3.988 0.11
H -2.388 7.049 -8.055 0.12
H -1.936 -7.165 10.191 0.09
H -2.756 6.803 -1.919 0.11
H 1.953 -6.700 12.751 0.11
H 2.573 -7.348 5.206 0.12
H 11.562 -2.985 -7.136 0.11
H 5.847 8.622 2.785 0.12
H 11.280 -3.714 -8.761 0.13
H -1.958 -8.543 11.206 0.08
H 3.575 -5.574 10.994 0.12
H 10.353 -4.693 -6.173 0.09
H -0.693 8.112 -1.331 0.08
H -0.230 -7.549 13.490 0.12
H 7.118 8.402 -1.762 0.11
H 0.851 -5.533 5.112 0.11
H 14.170 -3.052 -6.550 0.09
H -2.812 8.559 -6.117 0.12
H -13.059 4.887 -2.018 0.11
H 9.062 -3.403 -8.359 0.11
H -2.555 0.057 -2.454 0.10
H 3.693 7.855 3.908 0.08
H 9.524 -1.914 -6.446 0.10
H -13.622 5.419 2.306 0.09
H 5.172 6.886 -0.242 0.08
H -2.936 4.713 -8.675 0.08
H -8.419 3.528 -1.114 0.08
H -12.550 3.087 -0.787 0.08
H -4.048 -0.894 3.371 0.09
H -5.452 -4.309 -0.204 0.13
H 6.770 7.062 -3.631 0.11
H 0.089 -9.047 12.540 0.12
H 12.370 -5.755 -8.023 0.12
H 1.209 -8.901 3.420 0.09
H 8.281 -4.603 -7.295 0.11
H 4.351 4.868 -1.817 0.09
H -2.394 -6.997 11.941 0.09
H 0.158 -6.933 5.778 0.11
H 7.959 -1.731 -3.888 0.08
H -1.781 -1.262 -3.477 0.10
H -3.764 6.418 -7.065 0.12
H -5.231 -1.415 -0.578 0.12
H -1.161 -0.700 -1.975 0.09
H 5.411 8.566 -1.946 0.11
H -1.061 -7.301 4.261 0.07
H -8.417 2.785 -2.653 0.07
H -6.533 -2.380 -0.267 0.13
H -6.208 -2.609 2.007 0.13
H 6.997 8.911 0.850 0.13
H 4.226 -7.791 11.665 0.12
H -1.244 8.878 0.185 0.08
H 9.191 -2.762 -2.913 0.09
H 7.904 -2.335 -6.393 0.11
H -14.318 4.071 -2.770 0.11
H -5.461 -0.993 1.594 0.12
H 2.123 -8.379 13.339 0.11
H 3.071 5.530 -2.820 0.09
H 4.751 -4.088 9.295 0.08
H 9.485 -1.348 -3.975 0.07
H -1.879 3.627 -7.848 0.09
H -15.015 6.026 1.443 0.09
H 3.622 -4.807 8.066 0.08
H 12.553 -5.159 -6.459 0.12
H -9.148 4.399 -2.514 0.08
H 3.987 -8.366 10.068 0.11
H -15.429 3.904 -0.302 0.12
H 5.418 -4.927 7.909 0.09
H 6.274 7.025 2.223 0.12
H -0.976 9.851 -1.191 0.08
H 13.850 -2.225 -8.229 0.08
H 2.213 -7.051 3.475 0.13
H 5.282 9.188 0.404 0.12
H -4.066 7.847 -2.527 0.11
H -4.617 -2.512 3.970 0.09
H 1.575 -8.199 10.476 0.10
H 2.670 6.649 3.041 0.09
H -12.503 1.069 -2.132 0.11
H 2.463 -6.241 9.712 0.12

3.
58
Properties=species:S:1:pos:R:3:lowdin_charge:R:1 method="wB97M-V/def2-TZVPD" e_homo_ev=-9.38 de_lowest_kcal_mol=0.00 homo_lumo_gap_ev=8.574 total_charge=0
P -3.735 2.629 -2.635 0.48
Si 1.219 -3.295 2.407 0.36
Si 0.613 -4.710 5.108 0.35
O -3.943 4.074 -2.459 -0.29
O 1.939 -0.587 -0.738 0.19
O -3.234 1.841 -1.313 -0.12
O 0.411 -4.155 3.564 -0.27
O -5.213 1.977 -2.994 -0.15
N 1.941 4.387 -3.453 0.13
N 1.446 -0.424 -3.078 0.17
N -0.936 4.679 -4.027 0.21
C 0.814 0.869 -3.289 -0.24
C -0.597 7.102 -4.326 -0.14
C 1.061 3.341 -3.488 -0.20
C 0.179 -3.134 0.861 -0.16
C 1.620 -1.574 3.028 -0.16
C -0.610 1.028 -3.563 0.02
C 1.590 2.017 -3.248 0.04
C 1.344 5.531 -3.728 -0.06
C -0.074 5.675 -4.006 -0.23
C 2.822 -4.153 1.948 -0.16
C 2.090 -5.859 5.206 -0.16
C 1.683 -0.523 -1.871 -0.29
C -0.902 -5.651 5.671 -0.17
C -2.937 7.622 -3.088 0.11
C -1.156 2.291 -3.791 -0.19
C -0.326 3.486 -3.758 -0.16
C -1.899 7.352 -3.629 -0.14
C -2.665 2.338 -4.114 -0.17
C 0.890 -3.282 6.289 -0.16
H -2.267 1.850 -1.240 0.08
H -0.764 -6.015 6.691 0.03
H -2.875 3.085 -4.904 0.11
H 3.314 -3.626 1.127 0.03
H 0.946 -3.642 7.319 0.03
H 2.633 -5.182 1.634 0.03
H 0.713 -1.062 3.358 0.04
H -0.758 -2.615 1.076 0.04
H -5.341 2.139 -3.942 0.07
H -3.828 7.859 -2.521 0.04
H 3.015 -5.323 4.982 0.02
H 2.662 1.913 -3.022 0.13
H -1.787 -5.012 5.652 0.03
H -2.928 1.328 -4.506 0.10
H 1.824 -2.763 6.060 0.02
H 0.716 -2.567 0.100 0.00
H 0.150 7.796 -3.879 0.11
H -0.060 -4.118 0.450 0.03
H -1.224 0.117 -3.606 0.13
H -0.605 7.319 -5.409 0.12
H 1.989 -6.679 4.491 0.03
H 0.073 -2.561 6.221 0.04
H 3.508 -4.174 2.798 0.02
H 2.081 -0.979 2.237 0.02
H 2.314 -1.616 3.871 0.02
H -1.087 -6.512 5.024 0.03
H 2.178 -6.286 6.208 0.03
H 1.973 6.436 -3.755 0.12

4.
79
Properties=species:S:1:pos:R:3:lowdin_charge:R:1 method="wB97M-V/def2-TZVPD" multiplicity=6 e_homo_ev="-11.65 / -11.65" s_squared=8.766 de_lowest_kcal_mol=0.00 homo_lumo_gap_ev="4.928 / 4.116" total_charge=+2
Br -1.427 -2.994 0.454 0.93
Mn -0.225 -0.060 -0.992 0.93
P -1.073 2.375 -0.606 0.92
P -3.260 -1.025 3.958 0.95
O 1.956 0.324 -0.592 -0.19
N -1.626 -2.544 -10.182 0.08
C -5.591 0.417 3.510 -0.17
C -4.434 -0.270 2.750 -0.43
C -3.900 2.204 -1.105 -0.12
C -0.599 -3.127 -9.544 -0.11
C -1.362 -0.835 -5.192 -0.03
C -2.876 -2.750 3.508 -0.49
C -1.241 0.194 5.221 -0.18
C -2.369 -1.678 -9.471 -0.11
C -2.798 2.290 -0.048 -0.40
C -2.566 -1.539 -1.837 -0.06
C -1.423 -2.075 -1.210 -0.73
C -2.148 -1.380 -8.101 0.00
C -1.209 -0.854 -3.749 -0.22
C -0.147 3.546 0.479 -0.36
C -1.022 -1.949 -7.433 -0.20
C -1.789 0.003 3.810 -0.45
C 0.468 2.785 -2.845 -0.14
C -2.398 -0.744 -2.984 -0.02
C -3.809 -3.804 4.093 -0.15
C -0.959 2.991 -2.310 -0.40
C -0.032 -1.318 -3.103 -0.06
C -0.243 -2.843 -8.216 -0.01
C 0.050 4.966 -0.045 -0.12
C 3.328 -0.432 1.322 -0.06
C 2.768 0.763 0.572 -0.22
C -0.139 -2.031 -1.853 -0.22
C -0.661 -1.648 -6.040 0.01
H -0.613 1.072 5.298 0.06
H -3.443 -4.807 3.867 0.07
H 0.831 3.090 0.714 0.06
H -3.875 3.034 -1.825 0.08
H 0.355 5.606 0.789 0.09
H -3.245 -0.271 -3.505 0.14
H -3.563 -1.839 -1.480 0.14
H -3.866 -3.731 5.179 0.07
H 0.890 -1.325 -3.695 0.13
H -1.098 -0.523 3.152 0.05
H -1.253 4.050 -2.310 0.09
H 2.066 1.333 1.176 0.10
H -2.866 1.400 0.602 0.05
H 4.014 -0.111 2.118 0.10
H -5.967 -0.228 4.318 0.07
H 2.502 0.355 -1.385 0.11
H -3.872 1.246 -1.647 0.05
H -0.863 5.399 -0.476 0.08
H -0.640 -0.648 5.549 0.07
H 0.632 -3.342 -7.802 0.11
H -2.048 0.323 5.942 0.06
H 3.878 -1.095 0.645 0.09
H -3.199 -1.194 -10.009 0.12
H -3.858 0.466 2.163 0.03
H -6.420 0.633 2.824 0.07
H 1.211 2.561 -2.055 0.05
H 3.568 1.411 0.198 0.13
H 0.187 -2.258 -5.703 0.12
H 0.491 1.946 -3.559 0.07
H 0.591 -2.778 -1.535 0.13
H 0.815 3.675 -3.385 0.09
H -0.726 3.541 1.414 0.09
H -2.852 -0.723 -7.577 0.10
H 0.856 5.004 -0.789 0.08
H -2.073 0.961 3.363 0.06
H -0.028 -3.849 -10.136 0.12
H -4.821 -3.748 3.693 0.07
H -2.903 3.183 0.588 0.10
H -4.789 -1.075 2.082 0.07
H -2.256 -0.357 -5.616 0.12
H -1.851 -2.933 3.854 0.08
H -1.691 2.411 -2.898 0.08
H -2.868 -2.792 2.410 -0.05
H 2.520 -1.000 1.799 0.08
H -4.859 2.252 -0.572 0.09
H -5.264 1.374 3.945 0.07